Entry 1:
ORCA calculation (ωB97M-V/def2-TZVPD) on a 9-piece molecular cluster, C37H91Cl3N8O13 overall in a non-equilibrium geometry.

Computed properties:
* highest occupied orbital energy: -8.4 eV
* 2S+1: 1
* SMILES string: COCCNCCOC.COCCNCCOC.COCCNCCOC.COCCNCCOC.COCCNCCOC.ClC(Cl)Cl.CC(N)=O.CC(N)=O.CC(N)=O
* E_LUMO: 0.21 eV
* net charge: 0

Each line ends with the Mulliken charge.
Geometry (Å):
1 C -6.408 -19.861 -18.544  -0.7859
2 O -5.510 -19.973 -19.696  -0.3370
3 C -5.869 -19.011 -20.667  -0.3689
4 C -4.629 -18.739 -21.567  -1.0016
5 N -3.423 -18.549 -20.772  -0.3267
6 C -3.360 -17.300 -20.064  -0.5793
7 C -2.208 -17.336 -19.093  -0.7437
8 O -2.587 -18.004 -17.912  -0.2486
9 C -1.560 -17.978 -16.847  -0.7295
10 H -7.405 -20.116 -18.904  0.3335
11 H -6.384 -18.947 -17.950  0.3083
12 H -6.159 -20.569 -17.754  0.2785
13 H -6.074 -18.094 -20.114  0.2956
14 H -6.796 -19.299 -21.162  0.4844
15 H -4.723 -17.983 -22.347  0.3982
16 H -4.462 -19.580 -22.241  0.3323
17 H -3.403 -19.272 -20.067  0.3443
18 H -4.199 -16.829 -19.550  0.2754
19 H -3.191 -16.594 -20.877  0.4216
20 H -1.967 -16.310 -18.814  0.4751
21 H -1.301 -17.740 -19.542  0.3564
22 H -1.940 -18.378 -15.907  0.2232
23 H -1.312 -16.924 -16.717  0.3066
24 H -0.662 -18.476 -17.213  0.2885
25 C -0.289 -23.387 -22.933  -0.7682
26 O 0.723 -24.499 -22.876  -0.3638
27 C 0.841 -25.313 -21.630  -0.4202
28 C 2.321 -25.931 -21.531  -0.6739
29 N 2.344 -27.350 -21.912  -0.4581
30 C 2.453 -27.604 -23.295  -0.6044
31 C 2.496 -29.086 -23.562  -0.6088
32 O 1.219 -29.684 -23.562  -0.3086
33 C 1.377 -31.073 -23.859  -0.7546
34 H -0.140 -22.430 -22.435  0.2964
35 H -1.215 -23.728 -22.470  0.3063
36 H -0.458 -23.073 -23.963  0.2673
37 H 0.101 -26.084 -21.847  0.2632
38 H 0.518 -24.610 -20.862  0.4921
39 H 2.697 -26.000 -20.510  0.3604
40 H 2.988 -25.353 -22.170  0.3452
41 H 1.425 -27.769 -21.911  0.2506
42 H 3.388 -27.214 -23.697  0.4297
43 H 1.696 -27.078 -23.877  0.3365
44 H 3.182 -29.593 -22.884  0.3274
45 H 2.827 -29.221 -24.592  0.4037
46 H 2.050 -31.561 -23.153  0.3232
47 H 1.617 -31.281 -24.902  0.2950
48 H 0.422 -31.563 -23.670  0.2635
49 C 7.132 -14.344 -15.068  -0.6703
50 O 6.551 -14.552 -16.380  -0.3189
51 C 5.947 -15.727 -16.671  -0.4950
52 C 4.741 -15.588 -17.646  -0.5919
53 N 5.210 -14.850 -18.800  -0.3964
54 C 5.956 -15.626 -19.791  -0.6528
55 C 5.143 -16.740 -20.367  -0.6736
56 O 5.473 -18.003 -19.802  -0.3052
57 C 4.462 -18.991 -19.909  -0.8627
58 H 8.162 -14.628 -14.855  0.2699
59 H 6.381 -14.810 -14.429  0.3355
60 H 7.159 -13.260 -14.954  0.1948
61 H 5.646 -16.197 -15.736  0.4915
62 H 6.685 -16.307 -17.225  0.2339
63 H 3.941 -15.078 -17.111  0.3318
64 H 4.313 -16.565 -17.874  0.2114
65 H 5.736 -14.074 -18.426  0.3077
66 H 7.016 -15.806 -19.611  0.3217
67 H 6.088 -14.990 -20.666  0.4458
68 H 5.372 -16.764 -21.433  0.4448
69 H 4.073 -16.565 -20.258  0.3972
70 H 3.431 -18.708 -19.697  0.3353
71 H 4.585 -19.827 -19.221  0.2902
72 H 4.461 -19.350 -20.938  0.3483
73 C 17.886 -13.872 -19.289  -0.7069
74 O 16.757 -13.104 -19.791  -0.3851
75 C 15.497 -13.615 -19.349  -0.4663
76 C 14.870 -14.393 -20.493  -0.5700
77 N 13.553 -14.760 -20.114  -0.2957
78 C 12.532 -13.714 -19.843  -0.7742
79 C 12.411 -12.683 -21.023  -0.4999
80 O 11.622 -13.155 -22.045  -0.3713
81 C 12.210 -13.071 -23.337  -0.6910
82 H 17.788 -14.097 -18.227  0.3384
83 H 18.611 -13.059 -19.281  0.2850
84 H 18.234 -14.711 -19.892  0.2454
85 H 14.938 -12.866 -18.789  0.2959
86 H 15.576 -14.362 -18.559  0.3632
87 H 15.493 -15.248 -20.756  0.4544
88 H 14.931 -13.717 -21.346  0.1700
89 H 13.233 -15.530 -20.683  0.2481
90 H 12.831 -13.113 -18.984  0.2120
91 H 11.654 -14.280 -19.528  0.4651
92 H 13.341 -12.228 -21.364  0.4325
93 H 11.864 -11.833 -20.615  0.4002
94 H 13.092 -13.696 -23.196  0.2553
95 H 12.455 -12.106 -23.781  0.2852
96 H 11.648 -13.737 -23.992  0.3094
97 C -0.862 -13.884 -28.129  -0.6673
98 O -1.011 -14.452 -26.764  -0.4129
99 C 0.076 -15.101 -26.154  -0.1741
100 C 0.616 -16.210 -27.047  -0.7457
101 N 1.819 -16.890 -26.519  -0.3770
102 C 3.005 -16.072 -26.422  -0.5540
103 C 3.405 -15.405 -27.742  -0.3840
104 O 4.391 -14.478 -27.409  -0.3609
105 C 3.987 -13.148 -27.144  -0.7014
106 H -1.578 -13.069 -28.227  0.2435
107 H -1.269 -14.611 -28.832  0.2766
108 H 0.144 -13.501 -28.299  0.2563
109 H -0.126 -15.356 -25.114  0.3370
110 H 0.874 -14.381 -25.967  0.1901
111 H 0.744 -15.836 -28.063  0.3067
112 H -0.266 -16.820 -27.243  0.3956
113 H 1.635 -17.210 -25.579  0.2949
114 H 3.796 -16.760 -26.124  0.2993
115 H 2.939 -15.411 -25.558  0.3683
116 H 2.655 -14.990 -28.414  0.3485
117 H 3.940 -16.154 -28.326  0.2372
118 H 3.406 -13.144 -26.221  0.2765
119 H 3.450 -12.580 -27.903  0.2765
120 H 4.877 -12.546 -26.960  0.2701
121 Cl 2.335 -10.251 -10.774  -0.1311
122 C 3.160 -11.489 -11.821  0.0770
123 Cl 3.192 -10.945 -13.560  -0.1247
124 Cl 2.646 -13.102 -11.628  -0.0923
125 H 4.213 -11.464 -11.542  0.2714
126 C 14.531 -10.497 -13.773  -0.8816
127 C 13.134 -10.957 -13.460  0.6505
128 N 12.198 -10.133 -12.873  -0.4323
129 O 12.850 -12.105 -13.824  -0.6108
130 H 14.846 -10.829 -14.762  0.2262
131 H 15.388 -10.677 -13.125  0.2564
132 H 14.563 -9.415 -13.899  0.2965
133 H 11.301 -10.597 -12.841  0.2617
134 H 12.350 -9.137 -12.939  0.2363
135 C 7.836 -9.702 -17.394  -0.6724
136 C 8.293 -8.651 -16.482  0.5809
137 N 8.910 -7.568 -16.948  -0.3573
138 O 8.088 -8.745 -15.248  -0.6773
139 H 8.334 -9.580 -18.355  0.2985
140 H 6.748 -9.696 -17.467  0.2286
141 H 8.142 -10.647 -16.945  0.1820
142 H 9.304 -6.826 -16.388  0.2269
143 H 9.131 -7.483 -17.930  0.1872
144 C 10.180 -20.892 -20.979  -0.8226
145 C 9.299 -22.078 -20.556  0.6324
146 N 8.393 -21.932 -19.642  -0.3407
147 O 9.412 -23.172 -21.148  -0.6475
148 H 11.047 -20.513 -20.437  0.2887
149 H 9.457 -20.076 -21.008  0.1769
150 H 10.285 -20.963 -22.062  0.2882
151 H 8.084 -20.981 -19.500  0.1935
152 H 7.860 -22.734 -19.334  0.2379

=====

Entry 2:
ORCA calculation (ωB97M-V/def2-TZVPD) on C22H25N5O4S2 as an isolated structure in a non-equilibrium geometry.

Computed properties:
* highest occupied orbital energy: -8.2 eV
* 2S+1: 1
* E_LUMO: -0.76 eV
* net charge: 0
* energy relative to the best compared isomer or geometry (same formula, charge and spin): 0.0 kcal per mole

Each line ends with the natural charge from an NBO analysis.
Geometry (Å):
1 C 6.386 0.373 -0.793  -0.7127
2 C 5.195 1.103 -0.207  0.6859
3 O 5.211 1.635 0.880  -0.6028
4 N 4.122 1.096 -1.051  -0.6015
5 C 2.836 1.597 -0.842  0.1449
6 C 2.459 2.270 0.316  -0.2463
7 C 1.145 2.665 0.493  -0.2171
8 C 0.196 2.389 -0.480  0.1009
9 C 0.590 1.790 -1.674  -0.1726
10 C 1.897 1.398 -1.853  -0.2138
11 H 2.177 0.886 -2.760  0.2211
12 H -0.133 1.595 -2.452  0.2099
13 N -1.181 2.615 -0.268  -0.6107
14 C -1.832 2.229 0.855  0.7145
15 O -1.257 2.020 1.911  -0.6623
16 C -3.348 2.055 0.746  -0.3110
17 C -3.926 1.873 -0.660  -0.4085
18 C -3.369 0.639 -1.371  -0.4084
19 C -3.409 -0.640 -0.523  -0.2272
20 C -3.039 -0.411 0.947  -0.4179
21 C -3.718 0.809 1.560  -0.3910
22 H -3.380 0.930 2.590  0.2345
23 H -4.802 0.683 1.563  0.2012
24 H -3.306 -1.304 1.518  0.2162
25 H -1.961 -0.279 1.034  0.2117
26 C -2.453 -1.683 -1.126  -0.2185
27 N -1.140 -1.124 -1.406  -0.9001
28 S 0.098 -2.222 -1.550  2.3291
29 O 1.224 -1.524 -2.104  -0.9408
30 O -0.386 -3.380 -2.241  -0.9398
31 C 0.527 -2.663 0.134  -0.3670
32 C 0.854 -3.946 0.474  -0.1512
33 C 1.288 -4.266 1.774  -0.2208
34 C 1.411 -3.304 2.744  -0.1695
35 C 1.077 -1.980 2.422  0.0702
36 N 1.101 -0.896 3.205  -0.6205
37 S 0.593 0.374 2.382  1.1263
38 N 0.315 -0.357 0.978  -0.7247
39 C 0.623 -1.655 1.097  0.1601
40 H 1.754 -3.538 3.739  0.2315
41 H 1.536 -5.291 2.000  0.2240
42 H 0.770 -4.710 -0.283  0.2437
43 H -0.823 -0.448 -0.716  0.4350
44 H -2.835 -2.053 -2.081  0.2143
45 H -2.372 -2.541 -0.445  0.1931
46 H -4.422 -1.054 -0.557  0.2109
47 H -2.337 0.806 -1.674  0.2029
48 H -3.943 0.467 -2.285  0.2182
49 H -3.770 2.763 -1.277  0.2019
50 H -5.008 1.760 -0.548  0.2170
51 H -3.803 2.937 1.211  0.2382
52 H -1.725 2.720 -1.112  0.4037
53 H 0.851 3.169 1.399  0.2384
54 H 3.191 2.463 1.083  0.2609
55 H 4.220 0.576 -1.913  0.3996
56 H 6.690 0.840 -1.727  0.2268
57 H 6.129 -0.666 -0.987  0.2279
58 H 7.211 0.412 -0.088  0.2419

=====

Entry 3:
ORCA calculation (ωB97M-V/def2-TZVPD) on a 2-piece molecular cluster, C7H15N overall in a non-equilibrium geometry.

Computed properties:
* expectation value of S²: 0.77
* highest occupied orbital energy (alpha / beta): -12.7 / -12.6 eV
* 2S+1: 2
* E_LUMO (alpha / beta): -3.86 / -7.74 eV
* net charge: +1
* energy relative to the best compared isomer or geometry (same formula, charge and spin): 55.7 kcal per mole

Each line ends with the natural charge from an NBO analysis.
Geometry (Å):
1 C 2.025 2.186 -0.478  -0.5934
2 C 0.526 2.243 -0.810  -0.4393
3 C -0.312 2.020 0.420  -0.1873
4 C -1.063 2.933 1.019  -0.3729
5 H 2.253 1.164 -0.169  0.1885
6 H 2.604 2.473 -1.355  0.2238
7 H 2.301 2.874 0.321  0.2190
8 H 0.380 1.443 -1.541  0.1903
9 H 0.208 3.189 -1.249  0.2210
10 H -0.284 1.022 0.853  0.1495
11 H -1.566 2.735 1.960  0.2021
12 H -1.243 3.935 0.647  0.2085
13 C -1.672 -1.014 -0.260  -0.1450
14 C -0.600 -1.660 0.266  0.0468
15 N 0.080 -2.633 -0.401  -0.3253
16 C 0.584 -3.791 0.344  -0.4418
17 H -2.052 -1.319 -1.231  0.2150
18 H -2.130 -0.154 0.209  0.2564
19 H -0.155 -1.371 1.211  0.2396
20 H -0.422 -2.906 -1.246  0.4096
21 H 1.208 -4.357 -0.344  0.2472
22 H 1.180 -3.499 1.207  0.2436
23 H -0.249 -4.394 0.707  0.2443

=====

Entry 4:
ORCA calculation (ωB97M-V/def2-TZVPD) on a 2-piece molecular cluster, C27H21FN overall in a non-equilibrium geometry.

Computed properties:
* highest occupied orbital energy: -9.7 eV
* 2S+1: 1
* E_LUMO: -6.17 eV
* net charge: +1
* energy relative to the best compared isomer or geometry (same formula, charge and spin): 0.0 kcal per mole

Each line ends with the natural charge from an NBO analysis.
Geometry (Å):
1 C 4.479 -3.155 0.188  -0.1976
2 C 3.426 -2.270 0.189  -0.2443
3 C 2.124 -2.775 0.196  0.1441
4 C 1.909 -4.164 0.204  -0.0141
5 C 2.987 -5.050 0.202  -0.1824
6 C 4.262 -4.538 0.193  -0.2290
7 C 0.483 -4.378 0.215  -0.1240
8 C -0.132 -3.113 0.219  0.2351
9 C -1.524 -3.013 0.209  -0.2777
10 C -2.270 -4.167 0.208  -0.1960
11 C -1.656 -5.425 0.212  -0.2286
12 C -0.287 -5.542 0.210  -0.1633
13 N 0.873 -2.122 0.215  -0.4131
14 C 0.678 -0.711 0.234  0.0241
15 C -0.204 -0.108 1.014  -0.4390
16 H 5.491 -2.780 0.175  0.2179
17 H 3.589 -1.206 0.188  0.2059
18 H 2.809 -6.111 0.195  0.2165
19 H 5.107 -5.209 0.185  0.2195
20 H -1.992 -2.044 0.194  0.2120
21 H -3.347 -4.103 0.206  0.2162
22 H -2.268 -6.314 0.210  0.2188
23 H 0.195 -6.504 0.206  0.2178
24 H 1.312 -0.136 -0.416  0.1913
25 H -0.325 0.957 1.008  0.1789
26 H -0.801 -0.668 1.703  0.2151
27 F 2.842 3.226 -3.936  -0.2745
28 C 2.011 3.318 -2.875  0.5153
29 C 2.512 3.582 -1.608  -0.2937
30 C 1.667 3.682 -0.535  -0.0596
31 C 0.268 3.528 -0.674  -0.1955
32 C -0.526 3.695 0.487  0.1673
33 C -1.925 3.621 0.725  -0.2137
34 C -2.371 3.839 2.049  -0.0691
35 C -3.705 3.823 2.370  -0.2277
36 C -4.651 3.579 1.391  -0.0747
37 C -4.252 3.354 0.086  -0.2343
38 C -2.919 3.372 -0.246  -0.0352
39 C -0.210 3.241 -1.971  -0.0693
40 C 0.644 3.151 -3.040  -0.2793
41 H 3.573 3.719 -1.492  0.2594
42 H 2.073 3.880 0.442  0.2335
43 H 0.046 3.953 1.364  0.2205
44 H -1.640 4.023 2.818  0.2266
45 H -4.017 4.017 3.383  0.2448
46 H -5.700 3.584 1.636  0.2406
47 H -4.992 3.187 -0.681  0.2416
48 H -2.658 3.213 -1.271  0.1981
49 H -1.252 3.089 -2.153  0.2178
50 H 0.264 2.974 -4.032  0.2574